1.
This record from OMol25 describes a structure of composition C6H11I2N2O in a non-equilibrium geometry. The level of theory is the ωB97M-V functional and the def2-TZVPD basis.

```
22
C6H11I2N2O, DFT the ωB97M-V functional and the def2-TZVPD basis
C -0.53648 -1.21935 1.41434
C -1.32227 -0.87961 0.21353
C -1.88524 0.32021 2.70337
C -0.36582 -0.22514 -0.78431
C -1.52494 1.59455 2.65474
C 1.74557 0.68203 -1.26746
N -1.01430 -0.78112 2.61528
N 0.84066 0.36627 -0.14260
O 0.52718 -1.69768 1.30297
I 0.50255 2.03091 2.85556
I -2.83456 3.17145 2.58039
H -1.73328 -1.71952 -0.38236
H -2.07787 -0.17049 0.41000
H -2.94200 0.11652 2.56458
H 1.44161 -0.39516 0.42682
H 0.02899 -1.03394 -1.49282
H -0.84821 0.47215 -1.53623
H 2.83930 0.81515 -0.85711
H 1.92392 -0.09283 -2.00846
H 1.48543 1.71623 -1.65291
H -0.48391 -0.90133 3.38508
H 0.66243 1.12724 0.50541
```

Calculated values
Relative energy (zero: lowest compared OMol25 entry of this formula, charge and spin): 0.00 kJ/mol
E: -1015.0595 hartree
Total charge: +1
Max |F|: 5.02 eV/Å
Kohn-Sham gap: 9.437 eV
Highest occupied orbital energy: -12.677 eV

These are the Löwdin partial charges, in e, on atoms 1 to 2: C -0.530; C -0.057


2.
This record from OMol25 describes a structure of composition C7H9O5PSc in a non-equilibrium geometry. The level of theory is the ωB97M-V functional and the def2-TZVPD basis.

```
23
C7H9O5PSc, DFT the ωB97M-V functional and the def2-TZVPD basis
Sc 1.50837 0.47205 -0.10411
O 4.55311 -1.90952 -4.79667
C 3.73279 -1.65426 -4.04513
C 2.03307 2.52515 0.49737
O 2.39038 3.60892 0.70558
C 2.52170 -0.73914 1.37829
O 3.19615 -1.40431 2.04952
C 3.65826 0.61261 -0.64461
O 4.80148 0.78653 -0.56237
C -2.45865 -1.72357 -0.08202
P -1.63123 -0.17595 0.15236
C -2.61669 1.17533 -0.45220
C -1.29643 0.06952 1.90095
O -0.31778 -0.23748 -0.66352
H -3.39556 -1.73696 0.48998
H -1.81372 -2.54774 0.25183
H -2.67593 -1.85464 -1.15036
H -3.57118 1.22053 0.09130
H -2.08083 2.12939 -0.32366
H -2.81355 1.02381 -1.52534
H -0.57198 -0.67638 2.27668
H -0.91133 1.08877 2.09557
H -2.24045 -0.05266 2.46054
```

Calculated values
E: -1749.2645 hartree
Total charge: +3
Max |F|: 8.76 eV/Å
Kohn-Sham gap: 5.337 eV
Highest occupied orbital energy: -20.960 eV

These are the Löwdin partial charges, in e, on atoms 1 to 2: Sc 1.171; O 0.056


3.
This record from OMol25 describes a structure of composition C5H6O4Sm in a non-equilibrium geometry. The level of theory is the ωB97M-V functional and the def2-TZVPD basis.

```
16
C5H6O4Sm, DFT the ωB97M-V functional and the def2-TZVPD basis
O 1.02042 0.25538 0.82127
C 0.04547 0.60328 1.73524
C 0.14740 0.06229 2.99204
O 1.02441 -0.80539 3.35838
Sm 2.88110 -2.21374 2.91795
H -0.87627 0.99511 1.31244
H -0.74572 0.16562 3.62291
C -2.10595 0.19654 -2.50082
C -0.82272 0.00230 -2.25348
O -0.42820 -0.13916 -0.91035
C 0.78845 -0.07623 -0.51784
O 1.71583 0.07714 -1.39171
H -2.83329 0.31596 -1.69847
H -0.00491 0.05216 -2.96798
H -2.40924 0.42480 -3.52106
H 2.60320 0.08393 -0.99852
```

Calculated values
Relative energy (zero: lowest compared OMol25 entry of this formula, charge and spin): 294.07 kJ/mol
<S²>: 12.0079
E: -1152.3323 hartree
Total charge: +2
Max |F|: 5.25 eV/Å
Kohn-Sham gap (alpha / beta): 5.911 / 6.091 eV
2S+1: 7
Highest occupied orbital energy (alpha / beta): -14.851 / -14.879 eV

These are the Löwdin partial charges, in e, on atoms 1 to 2: O 0.045; C -0.089


4.
This record from OMol25 describes a cluster of 2 separate species, C9H14 in total in a non-equilibrium geometry. The level of theory is the ωB97M-V functional and the def2-TZVPD basis.

```
23
C9H14, DFT the ωB97M-V functional and the def2-TZVPD basis
C -1.54045 3.12446 0.27617
C -1.66931 1.68448 -0.27879
H -1.76929 3.18667 1.33879
H -0.50954 3.46495 0.18584
H -2.21176 3.70039 -0.35229
H -1.26258 1.70143 -1.29875
H -2.71669 1.42229 -0.39813
H -1.01729 0.96634 0.21541
C 2.02237 0.08803 1.28763
C -0.17028 -2.79393 0.23038
C -0.23489 -2.58140 -1.14136
C 0.59472 -1.91941 0.98368
C 1.27505 -0.86188 0.40314
C 0.41671 -1.51967 -1.75832
C 1.12476 -0.62232 -0.95200
H -0.75402 -3.59168 0.66624
H -0.81054 -3.25525 -1.76486
H 0.67975 -2.11246 2.04894
H 0.36491 -1.37278 -2.82460
H 2.52531 -0.43605 2.10025
H 1.34129 0.81694 1.74008
H 1.55476 0.22971 -1.46198
H 2.76700 0.68116 0.75452
```

Calculated values
Relative energy (zero: lowest compared OMol25 entry of this formula, charge and spin): 26.91 kJ/mol
E: -351.3199 hartree
Max |F|: 1.41 eV/Å
SMILES string: Cc1ccccc1.CC
Kohn-Sham gap: 10.076 eV
Highest occupied orbital energy: -9.054 eV

These are the Löwdin partial charges, in e, on atoms 1 to 2: C -0.162; C -0.162


5.
This record from OMol25 describes a structure of composition C4H5N3O in a non-equilibrium geometry. The level of theory is the ωB97M-V functional and the def2-TZVPD basis.

```
13
C4H5N3O, DFT the ωB97M-V functional and the def2-TZVPD basis
C 1.35027 0.29533 -0.28734
C -0.60108 0.90073 -0.57420
C -1.81716 0.04605 -0.17179
C -0.48223 -0.91659 0.23624
H 3.12378 -0.33629 0.35863
H -2.54595 -0.13340 -0.84293
H -2.40638 0.53157 0.75221
H -0.64902 -2.36294 0.26410
H -0.02334 -0.69771 1.32465
N 1.40652 1.48522 0.16596
N 0.05596 1.92613 -0.08880
N 0.25232 -0.18548 -0.82666
O 2.33632 -0.55264 -0.31007
```

Calculated values
Relative energy (zero: lowest compared OMol25 entry of this formula, charge and spin): 615.16 kJ/mol
E: -394.7333 hartree
Max |F|: 6.83 eV/Å
Kohn-Sham gap: 9.619 eV
Highest occupied orbital energy: -9.171 eV

These are the Löwdin partial charges, in e, on atoms 1 to 2: C -0.654; C -0.330


6.
This record from OMol25 describes a structure of composition C16H38Cl4F18HfO6P3 in a non-equilibrium geometry. The level of theory is the ωB97M-V functional and the def2-TZVPD basis.

```
86
C16H38Cl4F18HfO6P3, DFT the ωB97M-V functional and the def2-TZVPD basis
Hf -25.31264 16.20806 25.86246
P -20.65901 19.73746 24.23172
F -19.20766 19.19927 23.82687
F -21.07406 19.74779 22.64747
F -21.26222 18.24339 24.34428
F -22.23641 19.95285 24.47563
F -20.45475 19.79722 25.84025
F -20.28988 21.36803 24.08554
P -31.54576 14.00492 23.42252
F -32.93174 13.45994 22.74533
F -31.09768 12.53961 23.96431
F -30.65156 13.85638 22.03638
F -30.19077 14.66349 24.09568
F -31.93443 15.49325 22.85187
F -32.36604 14.23489 24.80116
P -24.43106 10.99226 24.44048
F -23.45469 12.28410 24.70417
F -23.43091 10.08712 25.31458
F -25.26494 11.60002 25.69425
F -25.66061 9.90747 24.24423
F -25.36475 12.15873 23.83789
F -23.77596 10.68982 22.95552
Cl -17.02331 8.06955 28.18513
C -17.91289 6.72652 28.96420
C -17.63872 6.78498 30.49218
Cl -16.01779 6.18344 30.89223
H -17.63316 5.74817 28.57343
H -18.95135 6.87619 28.66875
H -18.40179 6.15205 30.94518
H -17.81419 7.80987 30.81919
Cl -22.16500 3.62087 22.60180
C -23.84016 3.27546 23.11572
C -23.87569 1.98052 23.94770
Cl -22.76514 2.38391 25.36922
H -24.50750 3.21380 22.25609
H -24.18454 4.13415 23.69205
H -23.39612 1.15421 23.42299
H -24.86713 1.69705 24.30094
C -28.71269 19.82640 24.55081
O -27.56379 19.17550 23.78163
C -27.47102 19.79297 22.42683
C -27.09286 18.72603 21.41901
O -26.17031 17.85805 22.08120
C -25.39178 17.20395 21.09039
H -28.61053 20.90534 24.66723
H -28.95497 19.57358 25.58303
H -29.64833 19.62768 24.02813
H -26.65043 20.50941 22.46501
H -28.41625 20.20714 22.07595
H -26.65878 19.41585 20.69524
H -27.98128 18.20245 21.06593
H -24.68197 16.53494 21.57692
H -24.84476 17.86763 20.42076
H -26.06895 16.55223 20.53831
C -27.55004 14.85496 30.08658
O -26.15107 14.82789 29.76428
C -25.51747 14.10096 30.83987
C -24.02279 13.90266 30.56699
O -23.57213 14.81564 29.51960
C -22.14336 14.66225 29.61339
H -27.69765 15.08095 31.14263
H -27.99028 13.91444 29.75537
H -28.00188 15.60138 29.43329
H -25.93860 13.09904 30.92298
H -25.60919 14.60963 31.79952
H -23.80400 12.93080 30.12459
H -23.52940 14.14621 31.50791
H -21.68311 14.98069 30.54873
H -21.59441 15.37692 29.00020
H -21.75728 13.66454 29.40456
C -31.71512 7.64785 30.40227
O -31.78813 7.21884 31.76390
C -32.68470 7.90944 32.65766
C -32.93226 7.15566 33.98542
O -33.22541 5.74181 33.84629
C -33.60507 5.17511 35.08670
H -30.94950 7.14154 29.81441
H -31.40341 8.69215 30.38243
H -32.64839 7.62662 29.83956
H -33.62656 8.00976 32.11828
H -32.23403 8.86322 32.93211
H -33.78870 7.59985 34.49266
H -32.04343 7.26171 34.60738
H -32.94352 5.45566 35.90630
H -33.64681 4.10198 34.90027
H -34.57399 5.59469 35.35735
```

Calculated values
Relative energy (zero: lowest compared OMol25 entry of this formula, charge and spin): 2900.41 kJ/mol
E: -5793.6119 hartree
Total charge: +1
Max |F|: 4.45 eV/Å
Kohn-Sham gap: 0.983 eV
Highest occupied orbital energy: -12.253 eV

These are the Löwdin partial charges, in e, on atoms 1 to 2: Hf 1.936; P 0.181


7.
This record from OMol25 describes an isolated molecule of C2H6OS2 in a non-equilibrium geometry. The level of theory is the ωB97M-V functional and the def2-TZVPD basis.

```
11
C2H6OS2, DFT the ωB97M-V functional and the def2-TZVPD basis
C -0.93684 1.02602 0.61158
C 0.11610 -0.28516 0.00022
O -0.62806 -1.28559 -0.67644
S 0.99188 -0.87515 1.46714
S 1.26513 0.33920 -1.33882
H -0.29023 1.86828 0.46665
H -1.80170 1.00988 -0.06423
H -1.05849 0.53676 1.50225
H -0.07964 -2.09734 -0.92765
H 2.17759 -1.18833 1.01109
H 0.24427 0.95144 -2.05179
```

Calculated values
Relative energy (zero: lowest compared OMol25 entry of this formula, charge and spin): 99.27 kJ/mol
E: -951.3542 hartree
Max |F|: 5.99 eV/Å
SMILES string: CC(O)(S)S
Kohn-Sham gap: 9.773 eV
Highest occupied orbital energy: -9.165 eV

These are the Löwdin partial charges, in e, on atoms 1 to 2: C -0.026; C -1.146


8.
This record from OMol25 describes a cluster of 3 separate species, C19H39INO10P in total. The level of theory is the ωB97M-V functional and the def2-TZVPD basis.

```
71
C19H39INO10P, DFT the ωB97M-V functional and the def2-TZVPD basis
C 3.97892 1.08528 0.22088
C 3.40453 1.46692 -1.14109
C 2.37562 2.56898 -1.03468
O 2.45789 3.47223 -0.25781
O 1.36110 2.52301 -1.94957
C 0.40807 1.46683 -1.77816
C -0.42404 1.72098 -0.53310
C -1.70996 0.90873 -0.43959
P -2.59555 1.20211 1.20448
N -4.16415 0.81414 0.68197
O -2.66754 2.85332 1.15339
O -2.56382 1.47613 -1.48917
C -2.99189 0.49817 -2.30730
O -3.88461 0.58659 -3.08082
O -2.18031 -0.58332 -2.17548
C -1.74196 -0.59642 -0.80707
C -0.51726 -1.50398 -0.71602
C 0.47665 -1.30674 0.42767
C -0.06708 -1.21934 1.84985
I -1.58325 -2.63174 2.31645
H 4.55075 1.90926 0.64167
H 4.63416 0.21992 0.12407
H 3.18769 0.83632 0.93008
H 4.20051 1.87293 -1.77183
H 2.99409 0.60170 -1.66074
H 0.92580 0.50573 -1.75168
H -0.20885 1.48887 -2.67568
H -0.72804 2.76853 -0.55736
H 0.17684 1.58830 0.37517
H -4.72160 1.62929 0.44929
H -4.63482 0.28605 1.40882
H -1.97921 3.23704 1.70761
H -2.56109 -1.04301 -0.23145
H -0.88548 -2.53000 -0.65980
H 0.00619 -1.42247 -1.67075
H 1.08505 -0.41176 0.26404
H 1.16835 -2.15177 0.39474
H -0.45122 -0.23232 2.09482
H 0.73229 -1.44163 2.55307
C -0.61178 5.14816 -3.16781
O -0.66496 5.64081 -4.49352
C 0.22824 4.96283 -5.36043
C -0.47309 3.90193 -6.18193
O -0.95534 2.83798 -5.37753
C -2.34992 2.90004 -5.12764
H -1.42983 5.60175 -2.61018
H -0.72604 4.06146 -3.15108
H 0.33652 5.40698 -2.68517
H 1.03778 4.49963 -4.78553
H 0.66944 5.70514 -6.03252
H 0.23892 3.47915 -6.89794
H -1.29460 4.35451 -6.74692
H -2.91934 2.69986 -6.04134
H -2.64425 3.87476 -4.73059
H -2.58835 2.13109 -4.39583
C 1.54867 -5.77481 3.52311
O 1.48295 -4.65478 4.38502
C 0.28038 -4.58713 5.13518
C 0.47729 -5.03951 6.56414
O 0.78594 -6.42059 6.64444
C 2.15833 -6.68582 6.85877
H 2.55430 -5.80342 3.10656
H 1.35652 -6.70772 4.05939
H 0.82763 -5.68030 2.70334
H -0.50096 -5.18692 4.65755
H -0.05138 -3.54489 5.13348
H -0.45145 -4.87391 7.11866
H 1.26538 -4.44273 7.03541
H 2.46429 -6.38336 7.86632
H 2.78767 -6.17231 6.12702
H 2.29829 -7.76071 6.75868
```

Calculated values
Relative energy (zero: lowest compared OMol25 entry of this formula, charge and spin): 0.00 kJ/mol
E: -2193.5266 hartree
Max |F|: 0.97 eV/Å
SMILES string: CCC(=O)OCC[C@@]1(P(N)O)OC(=O)O[C@H]1CCCI.COCCOC.COCCOC
Kohn-Sham gap: 9.149 eV
Highest occupied orbital energy: -8.971 eV

These are the Löwdin partial charges, in e, on atoms 1 to 2: C -0.084; C -0.145


Please write out number 7 again, unchanged.
This record from OMol25 describes an isolated molecule of C2H6OS2 in a non-equilibrium geometry. The level of theory is the ωB97M-V functional and the def2-TZVPD basis.

```
11
C2H6OS2, DFT the ωB97M-V functional and the def2-TZVPD basis
C -0.93684 1.02602 0.61158
C 0.11610 -0.28516 0.00022
O -0.62806 -1.28559 -0.67644
S 0.99188 -0.87515 1.46714
S 1.26513 0.33920 -1.33882
H -0.29023 1.86828 0.46665
H -1.80170 1.00988 -0.06423
H -1.05849 0.53676 1.50225
H -0.07964 -2.09734 -0.92765
H 2.17759 -1.18833 1.01109
H 0.24427 0.95144 -2.05179
```

Calculated values
Relative energy (zero: lowest compared OMol25 entry of this formula, charge and spin): 99.27 kJ/mol
E: -951.3542 hartree
Max |F|: 5.99 eV/Å
SMILES string: CC(O)(S)S
Kohn-Sham gap: 9.773 eV
Highest occupied orbital energy: -9.165 eV

These are the Löwdin partial charges, in e, on atoms 1 to 2: C -0.026; C -1.146


What did the fourth record say?
This record from OMol25 describes a cluster of 2 separate species, C9H14 in total in a non-equilibrium geometry. The level of theory is the ωB97M-V functional and the def2-TZVPD basis.

```
23
C9H14, DFT the ωB97M-V functional and the def2-TZVPD basis
C -1.54045 3.12446 0.27617
C -1.66931 1.68448 -0.27879
H -1.76929 3.18667 1.33879
H -0.50954 3.46495 0.18584
H -2.21176 3.70039 -0.35229
H -1.26258 1.70143 -1.29875
H -2.71669 1.42229 -0.39813
H -1.01729 0.96634 0.21541
C 2.02237 0.08803 1.28763
C -0.17028 -2.79393 0.23038
C -0.23489 -2.58140 -1.14136
C 0.59472 -1.91941 0.98368
C 1.27505 -0.86188 0.40314
C 0.41671 -1.51967 -1.75832
C 1.12476 -0.62232 -0.95200
H -0.75402 -3.59168 0.66624
H -0.81054 -3.25525 -1.76486
H 0.67975 -2.11246 2.04894
H 0.36491 -1.37278 -2.82460
H 2.52531 -0.43605 2.10025
H 1.34129 0.81694 1.74008
H 1.55476 0.22971 -1.46198
H 2.76700 0.68116 0.75452
```

Calculated values
Relative energy (zero: lowest compared OMol25 entry of this formula, charge and spin): 26.91 kJ/mol
E: -351.3199 hartree
Max |F|: 1.41 eV/Å
SMILES string: Cc1ccccc1.CC
Kohn-Sham gap: 10.076 eV
Highest occupied orbital energy: -9.054 eV

These are the Löwdin partial charges, in e, on atoms 1 to 2: C -0.162; C -0.162